Entry 1:
The molecule C19H29N3O3S. Source: the Open Molecules 2025 dataset; level of theory: ωB97M-V with the def2-TZVPD basis set.

```
55
Properties=species:S:1:pos:R:3:forces:R:3
C -7.26310 -0.35386 -1.75404 0.317 -0.022 0.070
H -7.14590 0.40533 -2.52316 -0.063 0.092 -0.119
H -7.66443 -1.25403 -2.21397 -0.080 -0.063 -0.051
C -5.92505 -0.64863 -1.08550 -0.219 0.081 0.252
C -6.06080 -1.72349 -0.00496 0.327 -0.059 -0.235
C -4.71383 -1.95825 0.67367 -0.106 0.198 0.106
C -4.17295 -0.64444 1.23049 0.123 -0.530 0.389
N -4.06908 0.32188 0.15923 0.654 0.769 0.130
S -3.18637 1.68179 0.61050 0.149 -0.311 -0.099
O -3.53261 2.10821 1.93929 0.155 -0.228 0.077
O -3.29767 2.63461 -0.45561 -0.002 -0.129 -0.225
C -1.53799 0.99710 0.61616 -0.606 0.218 0.148
C -1.01745 0.55128 -0.58479 0.149 -0.038 -0.102
C 0.25100 0.00949 -0.61470 -0.065 0.055 0.069
C 1.00212 -0.08807 0.56103 -0.326 0.169 0.283
C 0.46364 0.36542 1.76578 0.137 -0.011 0.064
C -0.80786 0.90897 1.78556 -0.164 0.077 -0.056
H -1.24818 1.27422 2.69998 0.006 0.009 0.153
H 1.04794 0.29160 2.66796 -0.002 -0.001 0.017
N 2.27094 -0.64132 0.47391 0.005 -0.131 -0.398
C 3.22592 -0.78391 1.43021 0.133 -0.202 -0.248
O 3.11767 -0.49495 2.60010 0.029 0.062 0.295
C 4.49966 -1.41730 0.85905 0.005 0.092 -0.020
N 4.56222 -1.29899 -0.59006 0.121 -0.524 -0.120
H 4.96347 -2.13682 -0.99566 -0.115 0.056 0.090
C 5.27986 -0.14298 -1.11766 0.073 0.109 -0.140
C 6.79936 -0.09572 -0.79847 -0.006 0.027 0.072
C 7.05504 1.26797 -0.14985 0.113 0.058 -0.129
C 5.91853 2.14087 -0.67577 -0.061 -0.040 0.170
H 6.11855 2.43519 -1.70738 0.005 0.061 -0.057
H 5.76862 3.03984 -0.08081 -0.001 0.087 -0.057
C 4.72052 1.19839 -0.61962 0.101 0.026 -0.243
H 4.38644 1.10931 0.41361 -0.013 0.065 0.061
H 3.88052 1.54102 -1.22175 -0.115 -0.015 0.055
H 6.98170 1.19244 0.93631 0.019 0.011 0.054
H 8.03839 1.66463 -0.39738 0.054 0.025 0.093
H 7.37357 -0.19162 -1.72026 0.020 -0.046 -0.009
H 7.09310 -0.91666 -0.14335 0.013 -0.072 -0.038
H 5.14768 -0.20018 -2.20431 0.039 0.073 0.117
H 4.46389 -2.47450 1.13760 0.027 0.078 -0.015
H 5.35655 -0.97313 1.38039 -0.112 -0.011 0.020
H 2.60601 -0.90760 -0.45131 -0.006 0.027 0.210
H 0.67440 -0.34024 -1.54524 0.023 -0.032 -0.110
H -1.61548 0.64555 -1.47646 0.004 -0.055 -0.194
C -5.35041 0.61784 -0.44920 -0.263 0.227 -0.513
H -5.17209 1.39349 -1.19481 -0.207 -0.039 -0.024
H -6.05561 1.00942 0.30001 -0.057 -0.016 -0.047
H -3.17264 -0.77951 1.64801 -0.095 -0.118 0.112
H -4.83044 -0.26685 2.02747 0.060 -0.041 -0.014
H -4.00195 -2.35019 -0.05487 0.054 -0.073 0.008
H -4.81421 -2.68204 1.48372 0.064 -0.018 0.006
H -6.42488 -2.65362 -0.44584 -0.088 -0.006 0.020
H -6.79042 -1.39446 0.73876 -0.112 0.011 0.035
H -5.21379 -1.00048 -1.83966 0.034 0.022 0.010
H -7.98208 0.00800 -1.02236 -0.129 0.045 0.076
```
Forces are in eV/Å.

Values from the calculation:
HOMO-LUMO gap	9.370	eV
LUMO level	0.60	eV
SMILES string	C[C@@H]1CCCN(S(=O)(=O)c2ccc(NC(=O)CNC3CCCC3)cc2)C1
ΔE to the lowest compared entry with this formula, charge and spin	22.0	kJ/mol

Entry 2:
A cluster of 2 separate species, C8H8N4O4 in total. Source: the Open Molecules 2025 dataset; level of theory: ωB97M-V with the def2-TZVPD basis set.

```
24
Properties=species:S:1:pos:R:3:forces:R:3
C -2.07728 1.27075 -0.60260 0.391 0.582 0.179
C -2.32609 1.33935 0.83545 -0.107 -0.167 -0.144
C -2.90266 0.29402 1.44309 -0.144 -0.001 0.540
C -3.05665 -1.02608 -0.59173 -0.180 -0.031 0.310
C 3.04800 1.19414 -0.15396 2.617 2.364 -1.141
C 1.67951 0.77188 -0.22778 -4.008 3.217 1.991
C 1.24630 -0.51374 -0.10062 3.104 0.428 -0.137
C 3.63975 -1.13657 -0.09673 -0.706 -1.851 -0.041
H -2.30800 -0.01287 -2.17885 -0.037 -0.020 -0.050
H -2.05537 2.24142 1.35535 -0.026 0.038 0.057
H -3.16479 0.28025 2.50542 0.222 0.097 -0.402
H -3.69872 -1.62544 1.24520 0.182 0.314 -0.161
H 4.85328 0.30384 -0.06040 2.055 0.971 -0.002
H 0.95228 1.72899 0.05162 1.612 -2.895 -1.377
H 0.30709 -0.93049 0.05320 -1.900 0.129 0.055
H 2.27551 -2.51025 -0.01501 -1.552 0.812 -0.285
N -2.47250 0.06454 -1.18500 0.211 0.094 -0.523
N -3.23135 -0.85688 0.77464 -0.260 -0.441 -0.032
N 3.92056 0.17329 0.18404 -1.340 -1.680 -0.440
N 2.21112 -1.48762 -0.14284 4.217 -0.466 0.269
O -1.55853 2.15049 -1.26452 -0.326 -0.556 0.187
O -3.38905 -2.02799 -1.18067 0.102 0.085 0.058
O 3.59021 2.30418 -0.39039 -2.296 -2.314 0.744
O 4.51738 -1.98918 -0.25691 -1.831 1.289 0.344
```
Forces are in eV/Å.

Values from the calculation:
HOMO-LUMO gap	9.567	eV
LUMO level	0.09	eV
SMILES string	O=c1cc[nH]c(=O)[nH]1.O=c1cc[nH]c(=O)[nH]1
ΔE to the lowest compared entry with this formula, charge and spin	193.6	kJ/mol

Entry 3:
A cluster of 2 separate species, C2H3ClF2O in total. Source: the Open Molecules 2025 dataset; level of theory: ωB97M-V with the def2-TZVPD basis set.

```
9
Properties=species:S:1:pos:R:3:forces:R:3
C -0.49056 0.24841 -1.07705 1.097 -3.912 -1.030
C -3.16232 -0.34294 0.15603 0.583 0.785 1.296
O -0.95740 0.54951 0.10723 0.029 0.467 1.521
F -3.07580 -0.96405 1.30739 -0.646 -0.224 0.613
F -2.84887 -1.12480 -0.81283 -0.202 -1.374 -1.718
Cl -4.25998 0.87761 -0.08803 -1.009 0.311 -0.052
H -0.96299 0.79616 -1.84876 -0.821 0.614 -1.198
H -0.37802 -0.95979 -1.37350 -0.430 2.969 0.786
H 0.49732 0.65817 -1.07185 1.399 0.364 -0.218
```
Forces are in eV/Å.

Values from the calculation:
HOMO-LUMO gap (alpha / beta)	8.350 / 8.378	eV
LUMO level (alpha / beta)	0.83 / -1.87	eV
2S+1	3
expectation value of S²	2.0065
ΔE to the lowest compared entry with this formula, charge and spin	37.6	kJ/mol

Entry 4:
A structure of composition C6H27B3LiN. Source: the Open Molecules 2025 dataset; level of theory: ωB97M-V with the def2-TZVPD basis set.

```
38
Properties=species:S:1:pos:R:3:forces:R:3
Li -0.84532 0.36479 0.58720 -0.504 0.630 0.624
B -0.60923 2.39001 1.38740 -0.210 1.144 0.094
H -0.59668 2.25976 0.25384 -0.151 -0.494 -2.217
H -1.68634 2.29191 1.79561 -1.192 -0.139 0.473
H 0.05965 1.58278 1.83287 1.587 -1.314 1.148
H -0.24408 3.49782 1.45979 0.835 1.333 0.652
B -1.12452 -0.79516 3.51335 0.124 -0.043 0.205
H -1.65438 -0.53940 2.50441 -0.458 0.132 -1.208
H -0.04848 -1.24345 3.38104 1.500 -0.631 -0.408
H -1.01913 0.17282 4.15359 0.105 1.244 0.754
H -1.74453 -1.57472 4.12927 -0.938 -1.127 0.678
B -2.90168 0.61788 -0.31529 -1.261 0.187 0.217
H -3.03062 0.23115 0.77201 0.116 -0.562 1.312
H -2.83059 1.77042 -0.24629 -0.115 1.334 -0.320
H -1.96035 0.18080 -0.79290 1.673 -0.843 -1.175
H -3.85063 0.23191 -0.87853 -1.127 -0.475 -1.051
C 0.61006 1.37322 -2.41607 -0.042 0.780 -0.298
C 0.59262 -0.10943 -2.03949 -0.333 0.629 -0.279
N 0.76527 -0.34054 -0.62680 0.174 0.174 0.734
C 2.03664 0.14775 -0.06435 -0.594 0.428 -0.083
C 3.30216 -0.41396 -0.72447 0.291 0.680 -0.237
C 0.51402 -1.67665 -0.08015 0.500 -0.782 -0.998
C -0.57798 -2.47608 -0.78458 -0.701 -0.156 -0.338
H 1.51089 1.93163 -2.14418 0.208 -0.377 0.011
H -0.19463 1.98214 -1.99971 -0.191 -0.531 0.371
H 0.50056 1.47852 -3.50167 0.118 -0.218 -0.045
H -0.39315 -0.46833 -2.32765 0.003 -0.134 0.070
H 1.33117 -0.61048 -2.68497 0.086 -0.307 0.090
H 2.00054 1.23543 -0.14311 0.221 -0.007 -0.093
H 1.98639 -0.02527 1.01135 0.164 -0.176 -0.008
H 3.16933 -0.42254 -1.80817 -0.037 -0.311 -0.018
H 4.13357 0.28694 -0.59467 -0.025 -0.026 0.311
H 3.65585 -1.38572 -0.38291 -0.281 -0.109 0.016
H 0.34792 -1.55981 0.99512 -0.202 -0.231 0.011
H 1.44828 -2.24978 -0.21277 -0.033 -0.239 0.266
H -0.43443 -2.55422 -1.86699 0.334 0.194 0.036
H -1.58198 -2.06183 -0.67420 0.106 0.204 0.246
H -0.63620 -3.52031 -0.46688 0.249 0.139 0.459
```
Forces are in eV/Å.

Values from the calculation:
total charge	-2
HOMO-LUMO gap	6.506	eV
LUMO level	4.92	eV
ΔE to the lowest compared entry with this formula, charge and spin	0.0	kJ/mol

Largest force on an atom in hartree/bohr, matching the order above: 0.01979; 0.10718; 0.08151; 0.04587